No. 1
Below is a molecular structure, C44H49Cl2N4NaO5P2S2, with properties calculated with the ωB97M-V functional and the def2-TZVPD basis.

Structure (ORCA input):
```
! wB97M-V def2-TZVPD RIJCOSX def2/J DEFGRID3
* xyz -2 1
Na 1.0377 -0.3048 0.2806
S -0.6267 -3.0974 2.2966
P -0.3213 -1.3520 3.2932
C -0.0131 0.0263 2.4321
P 0.8263 1.4138 2.8143
S 0.4551 3.0462 1.6851
C 2.6543 1.1083 2.6480
C 3.2681 1.3658 1.4220
C 4.6022 1.0596 1.2086
C 5.3623 0.5089 2.2334
C 4.7588 0.2252 3.4515
C 3.4149 0.5055 3.6485
C 0.7337 2.0516 4.5510
C -0.4655 1.9227 5.2405
C -0.6185 2.4293 6.5217
C 0.4362 3.0846 7.1405
C 1.6332 3.2418 6.4546
C 1.7746 2.7393 5.1709
C 0.9425 -1.7454 4.5893
C 0.9323 -1.1794 5.8609
C 1.9929 -1.3703 6.7366
C 3.0894 -2.1255 6.3460
C 3.1104 -2.6931 5.0767
C 2.0460 -2.5087 4.2114
C -1.8753 -1.2162 4.2996
C -2.8490 -0.3206 3.8755
C -4.0650 -0.2299 4.5352
C -4.3211 -1.0308 5.6392
C -3.3549 -1.9344 6.0664
C -2.1491 -2.0331 5.3908
H 2.6931 1.8320 0.6282
H 5.0399 1.2507 0.2360
H 6.4111 0.2841 2.0754
H 5.3298 -0.2333 4.2518
H 2.9623 0.2512 4.5995
H -1.2884 1.4046 4.7681
H -1.5646 2.3029 7.0361
H 0.3266 3.4770 8.1451
H 2.4618 3.7626 6.9206
H 2.7076 2.8860 4.6432
H 0.0954 -0.5675 6.1775
H 1.9658 -0.9119 7.7188
H 3.9231 -2.2702 7.0236
H 3.9671 -3.2729 4.7527
H 2.0601 -2.9447 3.2201
H -2.6119 0.3106 3.0231
H -4.8135 0.4751 4.1903
H -5.2664 -0.9539 6.1642
H -3.5473 -2.5705 6.9232
H -1.4104 -2.7588 5.7104
C -0.3285 -2.3435 -3.1231
O -0.7493 -1.9793 -1.8333
C -2.1078 -1.6140 -1.7826
C -2.3796 -1.0132 -0.4234
O -1.7154 0.2195 -0.2887
C -2.4814 1.3647 -0.5343
H -0.8768 -3.2293 -3.4818
H 0.7395 -2.5474 -3.0787
H -0.4957 -1.5257 -3.8369
H -2.7521 -2.4910 -1.9612
H -2.3151 -0.8771 -2.5769
H -1.9795 -1.6719 0.3561
H -3.4598 -0.9017 -0.2555
H -3.3979 1.3589 0.0711
H -2.7627 1.4557 -1.5970
H -1.8658 2.2168 -0.2476
C -4.4596 3.7288 -5.2473
C -3.6611 4.5498 -4.2472
N -2.6249 5.3676 -4.8565
C -3.0349 6.6294 -5.4440
C -3.1173 7.7542 -4.4224
C -1.2888 5.1718 -4.6600
O -0.4717 6.0347 -4.9415
C -0.8943 3.8363 -4.1158
C -1.0409 2.6745 -4.8613
C -0.6957 1.4686 -4.2809
C -0.2461 1.4670 -2.9640
N -0.0808 2.5749 -2.2522
C -0.3777 3.7300 -2.8286
H -5.2005 3.1248 -4.7242
H -3.8076 3.0570 -5.8015
H -4.9874 4.3595 -5.9634
H -3.2008 3.8969 -3.5059
H -4.3317 5.2180 -3.6952
H -4.0023 6.4687 -5.9268
H -2.3127 6.8872 -6.2193
H -3.8028 7.5061 -3.6110
H -3.4714 8.6742 -4.8890
H -2.1327 7.9379 -3.9980
H -1.4129 2.7172 -5.8789
H -0.7739 0.5391 -4.8255
H -0.0419 0.5362 -2.4521
H -0.2223 4.6188 -2.2281
Cl 3.7902 1.8196 -2.6411
C 3.6085 0.2039 -3.3476
Cl 2.8690 0.3633 -4.9838
C 2.7584 -0.7924 -2.4941
O 2.9520 -1.9733 -2.8161
O 2.0560 -0.3056 -1.5992
H 4.6022 -0.2021 -3.5133
N 2.9654 -4.2263 -0.1658
C 4.1530 -3.8162 0.3953
C 3.8975 -2.5824 0.9124
N 2.5945 -2.2317 0.6774
C 2.0687 -3.2351 0.0325
H 2.7941 -5.0762 -0.6708
H 5.0409 -4.4206 0.3645
H 4.5643 -1.9245 1.4384
H 1.0499 -3.2901 -0.3095
*
```

## Properties
Lowest unoccupied orbital energy = 3.48 eV
HOMO energy = -1.3 eV

=====

No. 2
Below is a molecular structure, C57H49GeN4O2P2S2Tl in a non-equilibrium geometry, with properties calculated with the ωB97M-V functional and the def2-TZVPD basis.

Structure (ORCA input):
```
! wB97M-V def2-TZVPD RIJCOSX def2/J DEFGRID3
* xyz -1 2
Tl -0.4904 -0.1470 0.8673
C -2.5041 2.4809 -1.3563
P -1.0116 1.7942 -2.2455
C 0.1021 3.2557 -2.3624
C 0.5120 3.9216 -3.5029
C 1.5065 4.8895 -3.4517
C 2.1422 5.1595 -2.2289
C 1.7466 4.5267 -1.0531
C 0.6841 3.5980 -1.1427
C -1.5954 1.6640 -4.0412
C -2.6559 2.3998 -4.5562
C -2.8745 2.3190 -5.9614
C -2.1223 1.4886 -6.7725
C -1.0539 0.8260 -6.2283
C -0.7988 0.8860 -4.8856
C -2.0712 2.9771 -0.0193
C -2.1876 4.2438 0.4338
C -1.5528 4.3160 1.6782
C -1.0231 3.0140 1.8978
C -0.1225 2.5675 3.0037
P 1.5956 2.2517 2.2967
C 2.0719 0.7858 3.2965
C 3.1895 0.0515 2.8575
C 3.7798 -0.9336 3.6831
C 3.2616 -1.1070 4.9795
C 2.0970 -0.4263 5.4038
C 1.5789 0.5868 4.5949
C 2.6301 3.5432 3.1597
C 3.8323 3.2951 3.8654
C 4.3971 4.2884 4.5975
C 3.9104 5.5716 4.6764
C 2.7889 5.8878 3.9006
C 2.1145 4.8562 3.2043
N -1.3654 2.2300 0.8594
H -3.1441 1.5779 -1.3186
H -2.9409 3.2574 -1.8949
H -0.0634 3.6486 -4.4025
H 1.9060 5.4133 -4.3008
H 2.8762 5.9405 -2.4203
H 2.1051 4.7559 -0.0505
H 0.4169 3.1033 -0.2059
H -3.2316 3.0435 -3.9241
H -3.6652 2.9118 -6.3948
H -2.3817 1.3815 -7.7848
H -0.2962 0.3551 -6.8580
H 0.1931 0.4303 -4.5920
H -2.6571 5.0224 -0.1140
H -1.5925 5.1581 2.3614
H -0.5440 1.6102 3.4179
H -0.1495 3.1919 3.9217
H 3.5697 0.2154 1.8477
H 4.7018 -1.3243 3.3243
H 3.8107 -1.7998 5.6221
H 1.7070 -0.5219 6.4002
H 0.6761 1.0979 4.8395
H 4.3277 2.3566 3.9948
H 5.2754 4.0452 5.1536
H 4.5692 6.3563 5.1981
H 2.4067 6.8942 3.8919
H 1.1701 5.0952 2.6621
N -1.3708 -6.9754 3.2515
C -1.5828 -5.6327 3.5334
C -0.6799 -4.6759 3.1234
C -0.8961 -3.3143 3.2714
C -1.9641 -2.9040 4.0521
C -2.8709 -3.8567 4.5065
C -2.7784 -5.1814 4.1223
S -2.4585 -1.2168 4.1305
O -1.3463 -0.5613 4.7524
O -3.7438 -1.2453 4.7607
N -2.5114 -0.6824 2.6191
C -3.4692 -1.1421 1.8020
S -5.0611 -1.7052 2.2743
C -5.3897 -2.1724 0.6455
C -4.3511 -1.8121 -0.1577
N -3.2791 -1.2741 0.4796
H -0.7392 -7.1070 2.4119
H -2.1967 -7.5263 3.0073
H 0.2181 -4.9830 2.6503
H -0.2357 -2.4944 2.8863
H -3.7919 -3.5942 4.9262
H -3.5951 -5.8952 4.3538
H -6.4028 -2.5223 0.4296
H -4.3230 -1.8397 -1.2220
C 2.0862 -5.0698 1.0558
C 1.1213 -5.4698 0.1082
C 0.6030 -4.5828 -0.8371
C 1.0258 -3.2601 -0.7750
C 2.0183 -2.9081 0.0830
C 2.5041 -3.7883 1.0668
Ge 0.1236 -1.6657 -1.6436
C 1.5925 -0.7825 -2.7125
C 2.0899 -1.4203 -3.7927
C 3.1232 -0.8144 -4.5674
C 3.7347 0.3692 -4.1089
C 3.2100 1.0172 -2.9964
C 2.1951 0.3697 -2.2880
C -1.2334 -2.3683 -2.9630
C -0.9348 -3.3523 -3.9000
C -1.6711 -3.4977 -5.0602
C -2.8384 -2.7669 -5.2605
C -3.2266 -1.8416 -4.2782
C -2.4504 -1.7075 -3.1285
H 2.4740 -5.8221 1.7371
H 0.7628 -6.4488 0.1173
H -0.2370 -4.9157 -1.4902
H 2.2819 -1.8672 0.0896
H 3.1817 -3.4954 1.8026
H 1.7531 -2.4007 -4.1325
H 3.6530 -1.4095 -5.2793
H 4.6675 0.6410 -4.6202
H 3.6970 1.8930 -2.5791
H 1.7168 0.8809 -1.4280
H -0.0820 -4.0813 -3.7445
H -1.3353 -4.2514 -5.8549
H -3.3614 -2.9348 -6.1727
H -4.1084 -1.1996 -4.4300
H -2.8742 -1.0128 -2.4488
*
```

## Properties
Lowest unoccupied orbital energy (spin up / spin down) = 2.33 / 0.95 eV
HOMO energy (spin up / spin down) = -4.4 / -4.4 eV

=====

No. 3
Below is 2 unconnected molecules or ions with the total composition C5H9NO in a non-equilibrium geometry, with properties calculated with the ωB97M-V functional and the def2-TZVPD basis.

Structure (ORCA input):
```
! wB97M-V def2-TZVPD RIJCOSX def2/J DEFGRID3
* xyz 0 1
C -2.1558 -0.2200 -0.1018
C -0.6563 -0.4591 -0.3125
C 0.1465 0.8475 -0.3148
C 1.5357 0.6882 -0.8924
O 1.8959 -0.2862 -1.5072
C -0.1381 -1.3660 0.7258
N 0.2519 -2.0585 1.5669
H -2.5455 0.4100 -0.9079
H -2.3424 0.2821 0.8529
H -2.7060 -1.1649 -0.1046
H -0.4894 -0.9571 -1.2743
H -0.3730 1.5925 -0.9357
H 0.2148 1.2819 0.6906
H 2.6720 0.2768 1.7164
H 2.2165 1.5506 -0.7368
H 2.4732 -0.4175 1.5353
*
```

## Properties
Lowest unoccupied orbital energy = 0.79 eV
Structure (SMILES) = C[C@H](C#N)CC=O.[H][H]
HOMO energy = -10.4 eV

=====

Asked for ΔE to the lowest compared entry with this formula, charge and spin across the records above, the calculation gives 32.1; 12.3; 49.0 kcal/mol in order.